This record from the Open Molecules 2025 dataset describes C33H54As2N5SbTl as an isolated structure at a distorted geometry. The level of theory is ωB97M-V/def2-TZVPD.

Results
ΔE to the lowest compared entry with this formula, charge and spin (kcal/mol): 0.00
Kohn-Sham gap (hartree): 0.1792
HOMO energy (eV): -14.88
Charge: +3
Total energy (eV): -175429.39144

Each line ends with the Mulliken charge.
Positions of all 96 atoms, in Å:
Tl 0.25423 -0.57615 -0.02446  1.060
Sb 0.50201 -1.01090 -3.27966  0.084
As 1.96790 1.34130 1.15545  0.655
As 1.74211 -1.96120 1.93602  0.665
N -4.40786 2.61635 2.77978  0.805
N -1.75229 -0.18609 0.79539  -0.094
N -4.28169 3.92599 2.36637  -0.477
N -3.58940 0.65451 1.57590  0.292
N -4.03241 4.68373 3.34386  -0.547
C 2.56461 0.67258 2.89622  0.134
C 0.35757 -3.87913 -2.56855  -1.864
C -0.73880 0.65348 -3.94142  1.554
C -0.45615 -2.98492 -3.45549  1.605
C 2.90051 -1.14025 4.43709  -0.614
C -2.02637 2.29853 0.54638  -0.849
C -4.21725 1.55452 5.12270  -0.705
C 2.96440 0.36163 -4.30635  -1.835
C -1.85920 -2.79518 -2.88396  -1.672
C -2.49734 -1.20834 1.30992  -0.517
C 1.54181 3.17005 1.43837  -1.292
C 3.62243 1.47080 0.20274  -1.025
C -3.56145 4.24255 5.77074  -0.694
C 3.38740 -2.56442 1.14998  -1.019
C 2.41089 -0.67148 3.22870  0.421
C -3.94618 3.89213 4.47181  0.262
C 3.73017 1.04359 4.97962  -0.873
C 3.55371 -0.28756 5.30611  -0.779
C 3.21108 1.52371 3.78335  -0.633
C -4.71693 1.60938 1.82964  -1.261
C 0.07445 1.90018 -3.82339  -1.727
C 3.31518 -1.61859 -2.83744  -1.608
C -1.88628 0.77042 -2.94403  -1.870
C -2.43052 0.94402 0.98504  0.787
C 2.57877 -1.99290 -5.19506  -1.701
C 1.13586 -3.42846 2.99362  -1.313
C -3.63795 -0.69135 1.82461  -0.594
C -4.19101 2.56909 4.13171  1.126
C -3.85807 1.90949 6.39075  -0.572
C 2.53031 -1.05787 -4.00701  1.664
C -1.11649 0.31097 -5.35792  -1.376
C -3.51404 3.25212 6.69989  -0.476
C -0.50169 -3.43923 -4.92150  -1.436
H 4.09334 -2.70670 1.96863  0.469
H -5.54922 0.97942 2.16954  0.420
H 0.34564 -3.04201 3.64199  0.450
H 4.37175 -1.66585 -3.08533  0.593
H 3.98672 0.46136 0.04887  0.253
H 4.28633 1.72225 5.61538  0.444
H -0.61052 2.74756 -3.97638  0.517
H 2.79699 -2.19254 4.66241  0.295
H 2.41864 3.61971 1.90539  0.550
H 3.57866 -1.93579 -5.63181  0.538
H 3.22573 -3.51548 0.65079  0.450
H -2.73735 2.79220 -0.13669  0.424
H 0.69964 -4.19989 2.35419  0.423
H -3.18444 3.49208 7.71301  0.393
H 0.91864 1.97820 -4.50116  0.361
H 0.68975 3.25990 2.11690  0.397
H -4.43966 0.52360 4.85478  0.355
H 3.24624 -0.98535 -1.96564  0.215
H -1.87416 2.94525 1.40381  0.280
H 0.48249 -3.61326 -5.33644  0.315
H -2.35033 -3.76061 -2.71096  0.570
H -2.43594 -0.15021 -2.78504  0.195
H -2.16310 -2.23991 1.32580  0.604
H -1.50287 1.06722 -1.97427  0.297
H 2.44492 0.75592 -5.17277  0.397
H 3.96944 -0.67218 6.24452  0.412
H 2.97874 -2.63237 -2.57255  0.283
H -1.84106 -0.50269 -5.39086  0.336
H -1.05939 2.21405 0.03199  -0.164
H -1.04127 -4.36260 -5.00434  0.518
H -2.56462 1.53935 -3.31952  0.633
H 2.76477 0.99144 -3.42458  0.297
H 4.29335 2.06066 0.80503  0.533
H 3.81389 -1.84116 0.46081  0.201
H -0.22018 0.06126 -5.96103  0.328
H 1.31146 3.65206 0.47924  0.404
H 4.01838 0.40207 -4.54099  0.617
H -3.34365 5.28238 5.95548  0.468
H 1.84692 -1.74339 -5.95940  0.394
H -3.81344 1.16496 7.17371  0.425
H 0.46930 2.00001 -2.80378  0.268
H -0.11119 -4.84420 -2.42114  0.520
H -1.81199 -2.28500 -1.91346  0.344
H 3.32426 2.56310 3.54913  0.344
H -2.49632 -2.20010 -3.54904  0.317
H -4.96989 2.08132 0.88461  0.345
H 0.48502 -3.41326 -1.60305  0.458
H -4.47741 -1.15659 2.33426  0.516
H 3.46159 1.94661 -0.76977  0.367
H -1.52662 1.19203 -5.88309  0.487
H 1.35895 -4.09210 -2.98145  0.270
H 1.97398 -3.85622 3.55776  0.482
H 2.40531 -3.01447 -4.87869  0.386
H -1.06222 -2.74914 -5.56031  0.315